[1]
Molecular formula: C2H9N6OS
Method: DFT, ωB97M-V/def2-TZVPD

- SMILES string = NC(=O)NNS[NH+]=C(N)N
- LUMO energy (eV) = -3.00
- ΔE to the lowest compared entry with this formula, charge and spin (kcal/mol) = 1.89
- max |F| (eV/A) = 3.89

```
! wB97M-V def2-TZVPD RIJCOSX def2/J DEFGRID3
* xyz 1 1
N 3.58201 0.81548 0.24569
C 2.39353 0.31686 0.10199
O 1.42103 1.07758 -0.03453
N 2.20695 -1.06243 -0.03195
N 1.18332 -1.64098 -0.62729
S -0.42247 -1.70655 0.29791
N -1.04159 -0.22124 -0.05143
C -2.34415 0.14878 -0.04690
N -2.47953 1.50249 -0.05225
N -3.32615 -0.71443 0.24449
H 4.28832 0.19599 0.62152
H 3.61840 1.88261 0.05650
H 2.72565 -1.73508 0.49606
H 0.98892 -1.26030 -1.55441
H -0.38127 0.56147 0.15799
H -3.32433 2.06651 -0.04733
H -1.63905 2.01866 -0.08801
H -4.36937 -0.59132 0.08445
H -3.08021 -1.65411 0.22749
*
```

Löwdin population analysis, charges in e, atoms 1 to 6:
1 N 0.188
2 C -0.593
3 O -0.009
4 N -0.059
5 N -0.274
6 S 0.977



[2]
Molecular formula: C2H9NO
Method: DFT, ωB97M-V/def2-TZVPD

- SMILES string = COC.N
- LUMO energy (eV) = 1.03
- ΔE to the lowest compared entry with this formula, charge and spin (kcal/mol) = 26.25
- max |F| (eV/A) = 1.72

```
! wB97M-V def2-TZVPD RIJCOSX def2/J DEFGRID3
* xyz 0 1
C -0.74410 -1.34439 0.71735
O -0.46514 -0.06310 0.23136
C -1.15668 1.15026 0.48578
H -0.26992 -1.51174 1.68721
H -0.25193 -2.03138 0.03230
H -1.81061 -1.56888 0.77766
H -1.44522 1.55943 -0.47522
H -0.41189 1.82390 0.92331
H -1.90462 1.00690 1.26285
N 2.22724 0.08802 -1.24698
H 1.27197 0.26307 -0.94751
H 2.57916 1.02216 -1.33433
H 2.38173 -0.39426 -2.11379
*
```

Löwdin population analysis, charges in e, atoms 1 to 6:
1 C -0.116
2 O -0.292
3 C -0.088
4 H 0.083
5 H 0.086
6 H 0.084



[3]
Molecular formula: C2H9NO
Method: DFT, ωB97M-V/def2-TZVPD

- SMILES string = CN.CO
- LUMO energy (eV) = 0.91
- ΔE to the lowest compared entry with this formula, charge and spin (kcal/mol) = 33.53
- max |F| (eV/A) = 5.93

```
! wB97M-V def2-TZVPD RIJCOSX def2/J DEFGRID3
* xyz 0 1
C -1.61063 -0.15259 0.96006
N -0.71565 1.10011 0.74371
H -0.86460 -1.05609 1.06985
H -2.30564 -0.07402 1.89426
H -2.21741 -0.27322 0.04918
H -1.20634 1.92427 0.62980
H -0.01732 1.10668 1.62866
C 1.55925 -0.79460 -1.27352
O 1.83789 0.59966 -0.88662
H 2.29972 -1.00523 -2.01292
H 1.76785 -1.51157 -0.45406
H 0.50183 -0.78685 -1.78387
H 0.97105 0.92346 -0.56451
*
```

Löwdin population analysis, charges in e, atoms 1 to 6:
1 C -0.169
2 N -0.093
3 H 0.090
4 H 0.078
5 H 0.050
6 H 0.008



[4]
Molecular formula: C2H9NO2
Method: DFT, ωB97M-V/def2-TZVPD

- LUMO energy (eV) = 0.61
- ΔE to the lowest compared entry with this formula, charge and spin (kcal/mol) = 128.01
- max |F| (eV/A) = 0.46

```
! wB97M-V def2-TZVPD RIJCOSX def2/J DEFGRID3
* xyz 0 1
C 1.72798 1.32748 -0.07170
O 0.45209 0.99347 0.32311
H -1.71263 0.63544 -0.32467
H 1.77516 1.81979 -1.06138
H 2.21389 1.99943 0.65375
H 2.39692 0.43796 -0.13994
C 0.16625 -0.94291 -0.24557
N -1.56550 -0.13864 0.31465
O -2.71183 -0.95970 0.36514
H -2.39892 -1.82456 0.05306
H -1.35327 0.23099 1.23622
H 0.39659 -0.64621 -1.25918
H 1.03322 -1.06118 0.39187
H -0.41994 -1.87135 -0.23535
*
```

Löwdin population analysis, charges in e, atoms 1 to 6:
1 C -0.292
2 O -0.373
3 H 0.128
4 H 0.066
5 H 0.068
6 H 0.060



[5]
Molecular formula: C2H9NO2
Method: DFT, ωB97M-V/def2-TZVPD

- SMILES string = NCCO.O
- LUMO energy (eV) = 0.57
- ΔE to the lowest compared entry with this formula, charge and spin (kcal/mol) = 8.94
- max |F| (eV/A) = 1.37

```
! wB97M-V def2-TZVPD RIJCOSX def2/J DEFGRID3
* xyz 0 1
N 0.93003 0.63130 0.90480
C -0.51884 0.40491 1.19461
C -1.20039 -0.57618 0.23300
O -2.55625 -0.23346 -0.03340
H 1.27911 -0.15973 0.37220
H 1.06152 1.39624 0.24809
H -1.01755 1.35650 1.01321
H -0.59276 0.10422 2.23559
H -1.21699 -1.60209 0.62263
H -0.63585 -0.60622 -0.70539
H -2.61150 0.34805 -0.80157
O 2.76917 -0.17901 -1.65312
H 3.05130 0.18669 -2.49470
H 2.46114 -1.07748 -1.82158
*
```

Löwdin population analysis, charges in e, atoms 1 to 6:
1 N -0.017
2 C -0.243
3 C -0.269
4 O -0.083
5 H 0.026
6 H 0.055



[6]
Molecular formula: C2H9NO2
Method: DFT, ωB97M-V/def2-TZVPD

- LUMO energy (alpha / beta) (eV) = -3.77 / -9.01
- ΔE to the lowest compared entry with this formula, charge and spin (kcal/mol) = 37.19
- max |F| (eV/A) = 2.66

```
! wB97M-V def2-TZVPD RIJCOSX def2/J DEFGRID3
* xyz 1 2
C 0.89835 1.14469 -0.64942
N -0.04208 0.26310 -1.26828
C -0.08053 -1.17777 -0.94862
O -0.09626 -1.32785 0.47630
H 1.90814 0.87875 -0.97327
H 0.67628 2.16379 -0.96772
H 0.86534 1.17569 0.44319
H -0.99525 0.63094 -1.34777
H 0.86769 -1.57055 -1.21967
H -0.97768 -1.69609 -1.24535
H -1.00867 -1.44446 0.77350
H -0.84841 -0.29600 2.70259
H -0.31580 0.60594 1.71539
O -0.85111 0.64980 2.50912
*
```

Löwdin population analysis, charges in e, atoms 1 to 6:
1 C 0.013
2 N 0.178
3 C -0.138
4 O -0.005
5 H 0.134
6 H 0.126



[7]
Molecular formula: C2H9NO3
Method: DFT, ωB97M-V/def2-TZVPD

- SMILES string = NCC=O.O.O
- LUMO energy (eV) = 0.56
- ΔE to the lowest compared entry with this formula, charge and spin (kcal/mol) = 39.99
- max |F| (eV/A) = 0.76

```
! wB97M-V def2-TZVPD RIJCOSX def2/J DEFGRID3
* xyz 0 1
N -0.95736 -0.46886 0.85625
C 0.00586 0.21642 -0.00534
C 1.18050 0.78201 0.77429
O 2.29079 0.34646 0.60019
H -0.49106 -1.24990 1.30241
H -1.67119 -0.83586 0.23671
H 0.45513 -0.43584 -0.75955
H -0.42296 1.06755 -0.54455
H 1.01452 1.61544 1.47152
O 0.92329 -2.48033 -3.89047
H 1.84381 -2.28229 -4.01869
H 0.53578 -1.61166 -3.83550
O -1.64864 2.03580 2.30824
H -1.52448 2.22044 3.24829
H -1.53399 1.08063 2.25619
*
```

Löwdin population analysis, charges in e, atoms 1 to 6:
1 N 0.000
2 C -0.242
3 C -0.253
4 O 0.048
5 H 0.084
6 H 0.082



[8]
Molecular formula: C2H9NO3
Method: DFT, ωB97M-V/def2-TZVPD

- SMILES string = CC(N)=O.O.O
- LUMO energy (eV) = 0.63
- ΔE to the lowest compared entry with this formula, charge and spin (kcal/mol) = 25.40
- max |F| (eV/A) = 3.96

```
! wB97M-V def2-TZVPD RIJCOSX def2/J DEFGRID3
* xyz 0 1
C 0.26275 1.23318 -1.05514
C 0.09213 1.06832 0.42067
N 0.52842 2.09718 1.19283
O -0.41288 0.12276 1.02212
H 1.22036 1.77639 -1.32627
H -0.56232 1.62303 -1.64728
H 0.78676 0.36263 -1.56970
H 0.63234 1.95402 2.18224
H 0.71772 3.01123 0.82302
O -0.18305 -2.18147 -1.68762
H -0.60337 -2.21801 -0.82404
H 0.77388 -2.10843 -1.67014
O -0.89759 -2.58525 1.28836
H -0.52460 -1.77151 1.71137
H -1.83055 -2.38407 1.13960
*
```

Löwdin population analysis, charges in e, atoms 1 to 6:
1 C -0.017
2 C -0.557
3 N 0.147
4 O 0.015
5 H 0.090
6 H 0.086



[9]
Molecular formula: C2H9NO3
Method: DFT, ωB97M-V/def2-TZVPD

- SMILES string = NCC=O.O.O
- LUMO energy (eV) = 0.60
- ΔE to the lowest compared entry with this formula, charge and spin (kcal/mol) = 44.12
- max |F| (eV/A) = 2.08

```
! wB97M-V def2-TZVPD RIJCOSX def2/J DEFGRID3
* xyz 0 1
N -1.18434 0.15082 1.49916
C -0.53272 -0.57474 0.41574
C 0.15614 0.21101 -0.70501
O 1.08682 -0.31497 -1.27167
H -1.46085 -0.40967 2.33385
H -0.56518 0.81365 1.94618
H -1.26989 -1.14791 -0.13378
H 0.21650 -1.30305 0.75407
H -0.25831 1.16296 -1.07146
O 4.24495 -0.10010 -0.75665
H 3.55345 -0.77810 -0.68848
H 4.96337 -0.63229 -1.12160
O -2.87588 0.99532 -0.76411
H -3.78366 0.81354 -0.49034
H -2.29041 1.11353 0.05412
*
```

Löwdin population analysis, charges in e, atoms 1 to 6:
1 N -0.027
2 C -0.243
3 C -0.225
4 O 0.041
5 H 0.101
6 H 0.074



[10]
Molecular formula: C2H9NO3
Method: DFT, ωB97M-V/def2-TZVPD

- LUMO energy (eV) = -5.30
- ΔE to the lowest compared entry with this formula, charge and spin (kcal/mol) = 210.85
- max |F| (eV/A) = 3.81

```
! wB97M-V def2-TZVPD RIJCOSX def2/J DEFGRID3
* xyz 0 1
C -2.88612 -0.65662 -0.60585
C -1.69776 0.06226 -0.21402
N -1.19826 1.24362 -0.38297
O 3.10788 -0.27410 0.97557
H -3.04362 -1.53532 -0.10228
H -3.80129 -0.30996 -1.10151
H 1.67399 1.01512 0.79280
H -1.90899 1.91008 -0.76105
H -1.19834 -0.66778 0.42669
H 2.32525 -0.81529 0.09941
H 1.65018 -2.26435 -0.56641
O 1.48034 -1.29510 -0.47902
H 3.93417 0.19839 0.70138
H 0.35563 1.56680 0.53641
O 1.20696 1.82224 0.68085
*
```

Löwdin population analysis, charges in e, atoms 1 to 6:
1 C 0.247
2 C -0.227
3 N 0.184
4 O -0.236
5 H 0.044
6 H 0.090



[11]
Molecular formula: C2H9NO4
Method: DFT, ωB97M-V/def2-TZVPD

- SMILES string = NCC(=O)O.O.O
- LUMO energy (eV) = 0.46
- ΔE to the lowest compared entry with this formula, charge and spin (kcal/mol) = 19.09
- max |F| (eV/A) = 2.05

```
! wB97M-V def2-TZVPD RIJCOSX def2/J DEFGRID3
* xyz 0 1
N -0.83398 -2.19615 -0.71815
C -1.35555 -1.05821 0.04154
C -0.65876 0.24541 -0.19482
O 0.34916 0.52511 -0.80360
O -1.25095 1.23565 0.53821
H -0.06058 -2.69775 -0.32144
H -0.60633 -1.84975 -1.63628
H -2.39951 -0.97511 -0.26333
H -1.37586 -1.32083 1.09728
H -0.83017 1.94550 0.02308
O 1.98207 -1.90620 0.36785
H 2.66138 -1.23114 0.17871
H 2.41894 -2.77049 0.38024
O 0.88148 3.09763 0.58020
H 0.79158 2.62099 -0.26999
H 1.05718 2.35865 1.18320
*
```

Löwdin population analysis, charges in e, atoms 1 to 6:
1 N 0.009
2 C -0.174
3 C -0.494
4 O 0.086
5 O 0.082
6 H 0.040



[12]
Molecular formula: C2H9NO4
Method: DFT, ωB97M-V/def2-TZVPD

- SMILES string = NCC(=O)O.O.O
- LUMO energy (eV) = 0.48
- ΔE to the lowest compared entry with this formula, charge and spin (kcal/mol) = 17.24
- max |F| (eV/A) = 3.87

```
! wB97M-V def2-TZVPD RIJCOSX def2/J DEFGRID3
* xyz 0 1
N 1.45589 1.64499 0.52265
C 1.73285 0.28731 -0.01146
C 0.48511 -0.58478 -0.04232
O -0.56307 -0.36192 -0.54830
O 0.65694 -1.61690 0.73927
H 0.80680 2.11780 -0.08416
H 1.00845 1.67124 1.44350
H 2.40828 -0.19073 0.56971
H 2.20717 0.38136 -0.93281
H -0.18553 -2.29509 0.74680
O -0.93317 2.32456 -0.79979
H -1.19077 1.30490 -0.85244
H -1.40442 2.68709 -1.60860
O -1.87828 -2.69516 0.41320
H -1.79180 -1.93329 -0.18368
H -2.81444 -2.74137 0.62842
*
```

Löwdin population analysis, charges in e, atoms 1 to 6:
1 N 0.028
2 C -0.139
3 C -0.535
4 O 0.066
5 O 0.097
6 H 0.013